This record from OMol25 describes the molecule C23H24N2O3 at a distorted geometry. The level of theory is wB97M-V/def2-TZVPD.

Relative energy (zero: lowest compared OMol25 entry of this formula, charge and spin): 193.9 kJ/mol
LUMO energy: 0.13 eV
HOMO-LUMO gap: 8.363 eV
Electronic energy: -1226.09808 a.u.
E_HOMO: -8.23 eV
SMILES string: CCN1CCN(C(=O)c2oc(=O)c3ccccc3c2-c2ccc(C)cc2)CC1

Structure (XYZ):
```
52
Properties=species:S:1:pos:R:3:mulliken_charge:R:1
C 1.263 -5.353 -0.755 -1.5391
H 1.824 -5.721 -1.610 0.3637
H 0.284 -5.824 -0.745 0.4286
H 1.790 -5.637 0.152 0.3137
C 1.106 -3.837 -0.853 0.1101
N 2.410 -3.206 -1.008 0.1016
C 2.459 -2.014 -1.832 -0.9570
H 3.410 -2.013 -2.379 0.3447
C 2.360 -0.715 -0.993 -0.7461
N 1.706 -1.007 0.259 0.2687
C 0.428 -0.732 0.571 0.4817
O -0.078 -1.025 1.639 -0.6970
C -0.392 -0.049 -0.494 0.3065
C -1.093 1.086 -0.268 0.9762
C -1.948 1.580 -1.322 0.5120
C -2.661 2.781 -1.229 -0.8165
C -3.467 3.195 -2.266 -0.6937
C -3.583 2.433 -3.426 -0.5927
C -2.872 1.261 -3.549 -0.4623
C -2.049 0.829 -2.507 0.3054
C -1.276 -0.399 -2.681 -0.2030
O -1.278 -1.098 -3.665 -0.6751
O -0.465 -0.763 -1.645 -0.5005
H -2.925 0.654 -4.440 0.5091
H -4.223 2.767 -4.229 0.4119
H -4.014 4.123 -2.180 0.4225
H -2.566 3.381 -0.337 0.5082
C -0.952 1.789 1.018 0.0120
C 0.301 2.195 1.462 -0.1360
C 0.439 2.838 2.677 -0.9423
C -0.667 3.089 3.481 1.0310
C -1.916 2.677 3.034 -0.9334
C -2.062 2.037 1.818 -0.3833
H -3.037 1.703 1.496 0.5698
H -2.787 2.855 3.650 0.3696
C -0.511 3.759 4.811 -1.5102
H -0.331 3.010 5.582 0.2756
H 0.334 4.445 4.804 0.3813
H -1.411 4.308 5.078 0.3881
H 1.419 3.148 3.009 0.3711
H 1.170 2.012 0.846 0.4621
C 2.479 -1.890 1.110 -0.9168
C 3.122 -2.995 0.231 -0.7117
H 4.148 -2.717 -0.027 0.3266
H 3.159 -3.932 0.787 0.3021
H 1.796 -2.305 1.852 0.4893
H 3.252 -1.317 1.634 0.3996
H 1.827 0.065 -1.535 0.3472
H 3.362 -0.340 -0.755 0.5746
H 1.649 -2.054 -2.560 0.3932
H 0.558 -3.472 0.027 0.0762
H 0.508 -3.605 -1.736 0.2827
```